This record from the OMol25 dataset describes a structure of composition C41H29AsCdN9O3. The level of theory is the ωB97M-V functional and the def2-TZVPD basis.

Total charge: -1
LUMO energy, eV: 1.96
Relative energy (zero: lowest compared OMol25 entry of this formula, charge and spin), kcal/mol: 56.5

```
84
Properties=species:S:1:pos:R:3:mulliken_charge:R:1
Cd 0.878 0.262 -0.646 3.4126
C 1.210 -6.529 0.583 -0.8447
C 2.376 -6.142 1.217 -0.5468
C 2.740 -4.788 1.316 -0.3817
C 1.863 -3.861 0.759 -0.0666
C 1.774 -2.401 0.768 0.0516
N 0.681 -1.942 0.185 -0.2588
C -0.053 -3.015 -0.175 -0.4194
N -1.295 -3.036 -0.472 -0.4808
C -2.126 -1.975 -0.722 -1.0227
C -3.496 -1.945 -0.559 0.5576
C -4.479 -2.866 -0.207 -0.8229
C -5.792 -2.496 -0.123 -0.6005
C -6.201 -1.121 -0.236 -0.8542
C -5.254 -0.186 -0.510 -0.6187
C -3.881 -0.585 -0.641 0.9435
C -2.698 0.100 -0.850 -0.8921
N -2.468 1.507 -1.204 1.4563
C -1.829 2.178 -0.065 -0.8146
N -0.687 1.784 0.391 0.1720
C -0.496 2.525 1.539 -1.4881
N 0.536 2.297 2.453 -0.5637
C 1.411 1.387 2.442 -0.2147
N 1.439 0.275 1.590 -0.4064
C 2.434 -0.513 1.969 0.1819
N 2.739 -1.748 1.502 -0.2550
C 3.165 0.044 3.140 -0.1453
C 4.255 -0.379 3.855 -0.1023
C 4.606 0.422 4.981 -0.6747
C 3.837 1.515 5.326 -0.5122
C 2.758 1.971 4.552 -0.3590
C 2.447 1.183 3.457 0.0767
C -1.590 3.324 1.798 0.9634
C -2.080 4.097 2.855 -0.4202
C -3.278 4.664 2.907 -0.8302
C -4.255 4.346 1.847 -0.7114
C -3.908 3.610 0.772 -0.6836
C -2.592 3.044 0.727 0.3799
N -1.656 -0.707 -0.921 0.1720
C 0.653 -4.246 0.198 0.2392
C 0.298 -5.573 0.130 -0.0247
H 1.072 -7.555 0.508 0.4513
H 3.066 -6.837 1.615 0.4312
H 3.658 -4.478 1.736 0.5447
H -4.223 -3.925 -0.180 0.4110
H -6.546 -3.242 0.034 0.4069
H -7.216 -0.824 -0.037 0.4351
H -5.490 0.861 -0.447 0.2382
H 4.787 -1.259 3.576 0.5784
H 5.486 0.204 5.625 0.3133
H 4.069 2.086 6.224 0.3694
H 2.242 2.852 4.832 0.5998
H -1.399 4.372 3.664 0.3405
H -3.614 5.146 3.790 0.4063
H -5.202 4.888 1.913 0.3328
H -4.584 3.396 -0.018 0.3841
H -0.604 -5.903 -0.266 0.6656
O 2.163 2.914 -3.634 -0.8063
C 2.114 2.360 -2.542 -0.1487
O 1.052 2.264 -1.896 -0.6290
C 3.386 1.621 -2.099 0.6085
C 4.611 1.891 -2.672 -0.7564
C 5.763 1.259 -2.267 -0.2412
C 5.670 0.292 -1.234 -1.0724
C 4.372 0.023 -0.755 -0.1602
N 3.250 0.673 -1.161 0.1232
H 4.568 2.610 -3.455 0.5026
H 6.662 1.544 -2.796 0.4091
H 6.557 -0.215 -0.851 0.4070
H 4.313 -0.741 0.013 0.4535
C -2.439 -0.948 -3.969 -0.9919
As -0.893 0.225 -3.430 0.8445
C -0.586 1.191 -5.114 -1.2487
C -1.796 1.740 -2.571 -0.9424
O 0.525 -0.265 -2.766 -0.8048
H -3.137 -0.278 -4.484 0.3902
H -2.859 -1.335 -3.098 0.2212
H -2.104 -1.728 -4.705 0.3816
H -1.582 1.289 -5.560 0.3785
H 0.089 0.655 -5.733 0.4401
H -0.209 2.202 -4.821 0.3350
H -2.600 2.059 -3.248 0.5167
H -1.005 2.470 -2.362 0.5551
H -3.371 1.965 -1.288 0.7364
```